Molecular formula: C3H5NO
Method: DFT, the ωB97M-V functional and the def2-TZVPD basis

Cartesian coordinates (Å):
1 C -1.15 0.66 0.40
2 O -0.44 0.38 -0.80
3 C 0.47 -0.65 -0.64
4 C 2.63 0.06 0.59
5 N 1.56 -0.29 0.24
6 H -1.88 1.44 0.15
7 H -0.47 1.03 1.17
8 H -1.67 -0.24 0.76
9 H 0.94 -0.83 -1.62
10 H 0.00 -1.57 -0.25

Calculated values
HOMO: -10.95 eV
energy: -6727.683 eV
relative energy (zero: lowest compared OMol25 entry of this formula, charge and spin): 182.4 kJ/mol